Formula: C2H3N3
Source: the OMol25 dataset
Level of theory: the ωB97M-V functional and the def2-TZVPD basis

Positions of all 8 atoms, in Å:
C 0.139 0.291 -0.202
C 0.020 0.243 1.552
N 0.531 1.487 2.090
N -0.671 1.447 2.011
N -0.805 0.977 -0.698
H 0.869 -0.307 -0.786
H 0.418 -0.607 1.960
H -0.759 0.769 -1.687

gap between HOMO and LUMO: 10.891 eV
spin multiplicity: 1
molecular weight: 69.07 g/mol
HOMO level: -10.20 eV
relative energy (zero: lowest compared OMol25 entry of this formula, charge and spin): 87.46 kcal/mol
SMILES: [H]/N=C/C1N=N1
DFT total energy: -6588.78277 eV